# C8H6BrNO

C8H6BrNO as an isolated structure at a distorted geometry (ωB97M-V/def2-TZVPD, the OMol25 dataset).

Last column: Mulliken charge in e.
Cartesian coordinates (Å):
1 C 0.7704 1.9185 -0.1448  -0.535
2 C 1.6759 0.8220 -0.0912  -0.344
3 C -0.5617 1.7005 -0.0813  -0.703
4 C 1.2642 -0.4747 -0.0292  -0.475
5 C -1.0419 0.3629 -0.0015  1.215
6 C -0.1269 -0.7808 -0.0036  0.029
7 C -2.0252 -2.0305 0.1575  0.230
8 C -2.3089 -0.0509 -0.0761  -0.265
9 N -0.6655 -1.9702 -0.0023  -0.745
10 O -2.6392 -3.2651 -0.2980  -0.492
11 Br -3.9285 0.7814 0.1080  -0.087
12 H 1.1525 2.9232 -0.2338  0.383
13 H 2.7310 1.0490 -0.1142  0.374
14 H -1.2942 2.4927 -0.1278  0.329
15 H 1.9789 -1.2786 0.0025  0.438
16 H -2.3569 -1.8947 1.1951  0.310
17 H -2.0435 -3.6306 -0.9619  0.338

Results
HOMO energy (alpha / beta)   -8.26 / -8.26 eV
Energy relative to the best compared isomer or geometry (same formula, charge and spin)   32.7 kcal per mole

***

# C8H6Cl2GaN2NdO3

C8H6Cl2GaN2NdO3 as an isolated structure at a distorted geometry (ωB97M-V/def2-TZVPD, the OMol25 dataset).

Last column: Mulliken charge in e.
Cartesian coordinates (Å):
1 Ga 6.7694 0.8487 -1.5801  0.453
2 Nd -0.3611 1.1363 -0.0216  1.727
3 Cl 5.2842 0.0400 -0.2563  0.029
4 Cl -1.0578 0.8759 -2.3997  -0.317
5 C -2.1175 2.7811 -0.2048  0.145
6 C 8.6909 0.8619 -1.4829  0.689
7 C 6.6771 1.8220 -3.1896  0.722
8 O -3.0081 3.4552 -0.4956  0.001
9 O 9.8527 0.9451 -1.5289  0.060
10 O 6.7254 2.4350 -4.1873  0.050
11 N -3.9768 -0.1166 -0.5589  -0.300
12 C -3.3093 -0.7398 0.4400  0.825
13 C -3.8425 -1.7605 1.2406  -0.733
14 C -3.0655 -2.2586 2.2772  -0.261
15 C -1.7940 -1.7434 2.5144  -0.691
16 C -1.2986 -0.7366 1.6938  0.091
17 N -2.0471 -0.2474 0.6530  -0.235
18 H -3.4613 0.4236 -1.2556  0.078
19 H -4.8920 -0.4617 -0.8080  0.270
20 H -4.8539 -2.1087 1.0072  0.363
21 H -3.4517 -3.0506 2.9153  0.456
22 H -1.1702 -2.0941 3.3320  0.408
23 H -0.2923 -0.3070 1.8957  0.171

Results
HOMO energy (alpha / beta)   -19.21 / -19.21 eV
Net charge   +4
Spin multiplicity   4

***

# C8H6Cl2O2S

One molecule with the formula C8H6Cl2O2S at a distorted geometry (ωB97M-V/def2-TZVPD, the OMol25 dataset).

Last column: Mulliken charge in e.
Cartesian coordinates (Å):
1 C -2.1646 -0.8015 -1.3378  -0.452
2 C -1.5063 -1.8955 -0.7873  -0.667
3 C -1.7511 0.4773 -1.0489  -0.852
4 C -0.4299 -1.6780 0.0541  -0.665
5 C -0.6655 0.7276 -0.1840  0.826
6 C -0.0173 -0.3957 0.3630  0.350
7 C -0.2540 2.0685 0.0195  -0.510
8 C 2.4811 1.0060 0.7489  -0.496
9 O 2.1762 -1.5842 1.1866  -0.662
10 O 1.1442 -0.0079 2.7588  -0.617
11 S 1.4561 -0.3607 1.4021  1.305
12 Cl 0.8638 2.4119 1.1889  0.015
13 Cl 2.6983 0.9388 -0.9241  -0.079
14 H -3.0023 -0.9564 -2.0003  0.385
15 H -1.8197 -2.8992 -1.0231  0.382
16 H -2.2576 1.3246 -1.4836  0.409
17 H 0.1253 -2.5011 0.4742  0.476
18 H -0.3985 2.8002 -0.7537  0.353
19 H 3.3216 1.3255 1.3468  0.499

Results
HOMO energy (alpha / beta)   -7.89 / -7.74 eV
Energy relative to the best compared isomer or geometry (same formula, charge and spin)   22.8 kcal per mole